No. 1
{"formula": "C7H13N2O2S", "method": "wB97M-V/def2-TZVPD", "species": ["C", "C", "C", "C", "C", "C", "C", "N", "N", "O", "O", "S", "H", "H", "H", "H", "H", "H", "H", "H", "H", "H", "H", "H", "H"], "coordinates": [[0.311, -2.312, -0.751], [1.518, -0.468, -1.907], [1.692, 0.680, 0.006], [1.643, -1.590, -0.868], [-0.855, -2.874, -0.958], [-2.986, 1.791, -0.008], [2.083, -0.757, 0.408], [1.891, 1.625, 0.919], [1.278, 0.736, -1.284], [-2.494, 0.854, 2.537], [-0.608, 1.064, 0.894], [-1.976, 0.527, 1.083], [2.451, -2.428, -1.081], [-1.359, -3.518, -1.724], [-1.116, -3.237, 0.050], [-1.827, 1.308, 3.201], [-3.619, 2.353, 0.616], [-2.263, 2.198, -0.577], [-3.518, 1.088, -0.689], [1.505, -1.080, 1.438], [3.201, -0.880, 0.410], [1.842, 1.365, 1.894], [1.628, 2.600, 0.697], [0.779, -0.553, -2.753], [0.801, 1.509, -1.554]], "lowdin_charge": [-0.008, -0.019, -0.307, -0.291, -0.015, -0.123, -0.041, 0.199, 0.132, -0.340, -0.544, 0.893, 0.186, 0.087, 0.067, 0.157, 0.037, -0.016, 0.061, 0.191, 0.140, 0.133, 0.153, 0.140, 0.127], "max_force_ev_per_a": 6.1, "e_tot_ha": -932.2293, "homo_energy_ev": [-10.93, -11.64], "e_above_lowest_kcal_mol": 147.8, "charge": 1, "gap_ev": [6.93, 8.32], "mol_weight_g_mol": 189.260}



No. 2
{"formula": "C6H10N", "method": "wB97M-V/def2-TZVPD", "species": ["C", "C", "C", "C", "C", "C", "N", "H", "H", "H", "H", "H", "H", "H", "H", "H", "H"], "coordinates": [[-0.029, -0.102, -2.290], [0.831, -1.135, -2.209], [-0.038, -1.029, 0.526], [0.987, 0.118, 0.260], [-1.486, -0.906, 0.864], [0.843, 1.576, 0.373], [0.543, -0.566, -0.972], [-0.903, 0.422, -2.484], [1.538, -1.893, -2.596], [0.309, -1.987, 0.910], [1.996, -0.220, 0.549], [-2.084, -0.069, 0.297], [-1.641, -0.852, 1.953], [-2.024, -1.742, 0.491], [-0.047, 2.038, 0.134], [1.672, 2.132, -0.017], [0.985, 1.666, 1.428]], "lowdin_charge": [0.201, 0.107, -0.072, -0.221, -0.053, -0.013, -0.074, 0.108, 0.153, 0.144, 0.162, 0.126, 0.104, 0.064, 0.068, 0.097, 0.098], "max_force_ev_per_a": 5.6, "e_tot_ha": -288.9286, "homo_energy_ev": -14.19, "e_above_lowest_kcal_mol": 96.9, "charge": 1, "smiles": "C[C@@H]1[C@H](C)[N+]12C=C2", "gap_ev": 10.05, "mol_weight_g_mol": 96.153}



No. 3
{"formula": "C3H9N2OS", "method": "wB97M-V/def2-TZVPD", "species": ["C", "C", "C", "N", "N", "O", "S", "H", "H", "H", "H", "H", "H", "H", "H", "H"], "coordinates": [[1.240, 1.040, 0.998], [1.300, -1.319, 0.334], [-1.056, 0.220, -1.628], [-1.508, 1.425, 0.724], [0.811, -0.031, 0.450], [-1.539, -1.412, 0.595], [-1.110, 0.133, 0.089], [0.561, 1.848, 1.051], [2.249, 1.124, 1.259], [2.054, -1.607, 1.022], [1.703, -1.402, -0.670], [0.495, -1.976, 0.439], [-0.850, 1.249, -1.919], [-0.272, -0.415, -2.259], [-1.977, -0.270, -1.982], [-2.101, 1.393, 1.498]], "lowdin_charge": [0.161, -0.056, -0.176, -0.155, -0.179, -0.373, 0.909, 0.078, 0.117, 0.116, 0.124, 0.066, 0.082, 0.144, 0.094, 0.049], "max_force_ev_per_a": 8.2, "e_tot_ha": -702.2237, "homo_energy_ev": -15.26, "e_above_lowest_kcal_mol": 125.9, "charge": 1, "smiles": "C=[N+](C)[S@](C)(=N)=O", "gap_ev": 10.35, "mol_weight_g_mol": 121.185}



No. 4
{"formula": "C58H28F15GeN3OP2PdS", "method": "wB97M-V/def2-TZVPD", "species": ["Pd", "O", "C", "C", "C", "C", "C", "C", "P", "C", "C", "C", "C", "C", "C", "C", "C", "C", "C", "C", "C", "C", "C", "C", "C", "C", "C", "P", "C", "C", "C", "C", "C", "C", "C", "C", "C", "C", "C", "C", "H", "H", "H", "H", "H", "H", "H", "H", "H", "H", "H", "H", "H", "H", "H", "H", "H", "H", "H", "H", "H", "H", "H", "H", "H", "H", "H", "H", "F", "C", "C", "C", "F", "C", "F", "C", "F", "C", "F", "Ge", "S", "C", "C", "F", "C", "F", "C", "F", "C", "F", "C", "F", "C", "C", "F", "C", "F", "C", "F", "C", "F", "C", "F", "N", "C", "C", "C", "N", "C", "N"], "coordinates": [[0.152, -0.511, 0.756], [-1.840, -0.237, 2.819], [-2.232, -1.411, 3.404], [-2.476, -1.587, 4.760], [-2.903, -2.821, 5.218], [-3.100, -3.873, 4.334], [-2.800, -3.718, 2.991], [-2.341, -2.493, 2.520], [-1.763, -2.227, 0.810], [-3.239, -1.800, -0.154], [-4.406, -1.425, 0.513], [-5.539, -1.101, -0.209], [-5.515, -1.144, -1.594], [-4.351, -1.495, -2.262], [-3.208, -1.808, -1.550], [-1.185, -3.896, 0.382], [-0.327, -4.503, 1.308], [0.079, -5.811, 1.124], [-0.341, -6.520, 0.004], [-1.169, -5.911, -0.927], [-1.591, -4.603, -0.749], [-2.297, 0.976, 3.255], [-3.479, 1.180, 3.960], [-3.878, 2.472, 4.250], [-3.119, 3.560, 3.841], [-1.952, 3.361, 3.123], [-1.531, 2.069, 2.835], [-0.049, 1.714, 1.826], [-0.438, 2.837, 0.455], [0.326, 3.918, 0.039], [-0.118, 4.700, -1.017], [-1.311, 4.401, -1.663], [-2.065, 3.305, -1.270], [-1.630, 2.524, -0.215], [1.392, 2.296, 2.776], [1.549, 3.628, 3.157], [2.679, 4.005, 3.862], [3.642, 3.068, 4.205], [3.461, 1.735, 3.870], [2.344, 1.349, 3.151], [-2.296, -0.778, 5.450], [-3.069, -2.961, 6.274], [-3.467, -4.820, 4.694], [-2.950, -4.533, 2.300], [-4.435, -1.411, 1.592], [-6.440, -0.816, 0.313], [-6.406, -0.897, -2.149], [-4.334, -1.523, -3.340], [-2.295, -2.058, -2.072], [-0.015, -3.954, 2.189], [0.725, -6.279, 1.849], [-0.021, -7.543, -0.140], [-1.503, -6.463, -1.794], [-2.269, -4.161, -1.462], [-4.099, 0.349, 4.258], [-4.801, 2.629, 4.785], [-3.440, 4.562, 4.076], [-1.372, 4.208, 2.786], [1.248, 4.165, 0.546], [0.469, 5.551, -1.328], [-1.646, 5.019, -2.479], [-2.988, 3.054, -1.769], [-2.226, 1.680, 0.117], [0.808, 4.371, 2.903], [2.803, 5.040, 4.143], [4.533, 3.375, 4.730], [4.198, 1.000, 4.155], [2.212, 0.315, 2.850], [2.101, -1.543, -0.879], [2.792, -1.640, -2.055], [2.410, -0.825, -3.103], [3.109, -0.921, -4.293], [2.757, -0.093, -5.277], [4.158, -1.819, -4.460], [4.793, -1.904, -5.616], [4.547, -2.614, -3.378], [5.570, -3.438, -3.500], [3.862, -2.518, -2.164], [4.238, -3.246, -1.112], [1.104, 0.662, -2.848], [-0.515, 0.102, -1.480], [2.421, 1.974, -2.104], [2.807, 1.968, -0.778], [2.189, 1.094, 0.066], [3.806, 2.799, -0.292], [4.126, 2.796, 1.001], [4.485, 3.632, -1.183], [5.450, 4.420, -0.746], [4.153, 3.617, -2.539], [4.815, 4.371, -3.397], [3.123, 2.790, -2.973], [2.809, 2.722, -4.265], [0.198, 1.220, -4.507], [-0.192, 0.265, -5.426], [0.037, -1.013, -5.086], [-0.794, 0.613, -6.627], [-1.135, -0.312, -7.511], [-1.056, 1.963, -6.883], [-1.663, 2.312, -8.003], [-0.711, 2.938, -5.945], [-1.000, 4.215, -6.161], [-0.080, 2.544, -4.773], [0.276, 3.438, -3.837], [1.398, -1.784, 2.007], [2.382, -2.405, 2.021], [3.536, -3.139, 2.108], [4.751, -2.472, 2.300], [5.733, -1.889, 2.419], [3.474, -4.531, 1.982], [3.377, -5.671, 1.889]], "lowdin_charge": [0.543, -0.092, -0.268, 0.010, -0.016, -0.031, -0.050, -0.276, 1.180, -0.342, -0.060, -0.042, -0.029, -0.040, -0.145, -0.336, -0.107, -0.043, -0.012, -0.035, -0.051, -0.254, 0.004, -0.029, -0.038, -0.047, -0.243, 1.172, -0.391, -0.073, -0.047, -0.052, -0.061, -0.196, -0.336, -0.080, -0.043, -0.038, -0.048, -0.103, 0.134, 0.126, 0.123, 0.126, 0.108, 0.121, 0.122, 0.120, 0.076, 0.097, 0.104, 0.127, 0.122, 0.097, 0.122, 0.123, 0.121, 0.111, 0.104, 0.121, 0.120, 0.118, 0.087, 0.100, 0.121, 0.122, 0.118, 0.061, -0.020, -0.198, -0.126, -0.216, 0.110, -0.123, 0.159, -0.114, 0.167, -0.124, 0.129, 0.812, 0.451, -0.113, -0.215, -0.019, -0.129, 0.137, -0.113, 0.166, -0.121, 0.163, -0.215, 0.114, -0.149, -0.224, 0.093, -0.125, 0.151, -0.109, 0.168, -0.123, 0.147, -0.216, 0.086, 0.094, -0.159, -0.226, -0.197, 0.201, -0.190, 0.206], "max_force_ev_per_a": 1.9, "e_tot_ha": -7249.4823, "homo_energy_ev": [-12.84, -12.84], "e_above_lowest_kcal_mol": 7.8, "charge": 2, "gap_ev": [3.20, 3.19], "mol_weight_g_mol": 1340.897}



No. 5
{"formula": "C4H7NO", "method": "wB97M-V/def2-TZVPD", "species": ["O", "C", "C", "N", "C", "C", "H", "H", "H", "H", "H", "H", "H"], "coordinates": [[-0.710, 1.972, 2.586], [0.247, 1.454, 2.264], [-0.778, -1.184, 1.009], [-0.988, -0.710, -0.144], [0.591, 0.790, -1.228], [0.150, -0.661, -1.049], [0.781, 1.242, -0.249], [-1.588, -1.200, 1.741], [0.197, -1.577, 1.336], [1.515, 0.848, -1.811], [-0.182, 1.378, -1.731], [-0.166, -1.076, -2.013], [0.993, -1.270, -0.679]], "lowdin_charge": [0.038, 0.003, -0.107, -0.040, -0.102, -0.314, 0.025, 0.068, 0.076, 0.071, 0.074, 0.106, 0.100], "max_force_ev_per_a": 1.3, "e_tot_ha": -286.5678, "homo_energy_ev": -9.82, "e_above_lowest_kcal_mol": 40.1, "gap_ev": 10.85, "mol_weight_g_mol": 85.106}